Below is C13H41B2F3N3O6PtS as an isolated structure at a distorted geometry, with properties calculated with ωB97M-V with the def2-TZVPD basis set.

Each line ends with the Mulliken charge.
Cartesian coordinates (Å):
Pt -18.711 -25.106 5.954  3.030
B -16.750 -24.652 7.308  0.831
H -17.253 -25.574 7.554  -0.404
H -16.013 -24.400 8.055  -0.225
H -16.256 -24.675 6.349  -0.211
H -17.523 -23.903 7.236  -0.435
B -17.845 -26.989 4.815  0.214
H -18.260 -26.983 5.811  -0.309
H -16.979 -26.349 4.885  -0.153
H -17.750 -27.990 4.425  -0.235
H -18.539 -26.456 4.183  -0.271
C -20.456 -25.615 10.451  0.509
F -21.436 -26.033 11.158  -0.147
F -20.467 -24.230 10.343  -0.205
F -19.307 -26.123 10.924  -0.202
S -20.589 -26.341 8.623  0.613
O -19.612 -25.732 7.715  -1.930
O -20.491 -27.764 8.678  -0.483
O -21.922 -25.955 8.130  -0.807
C -19.479 -31.415 10.594  -1.255
C -18.562 -31.104 9.352  0.123
C -19.479 -30.935 8.006  -0.265
O -19.524 -32.295 7.450  -0.422
C -20.799 -32.553 6.753  -0.762
N -17.965 -29.802 9.559  -0.657
H -18.836 -31.536 11.466  0.317
H -20.041 -32.347 10.538  0.337
H -20.190 -30.600 10.726  0.267
H -17.820 -31.902 9.304  0.344
H -19.064 -30.202 7.315  0.425
H -20.421 -30.541 8.387  0.238
H -21.044 -31.866 5.942  0.308
H -21.668 -32.565 7.411  0.300
H -20.758 -33.530 6.273  0.277
H -18.798 -29.247 9.700  0.163
H -17.352 -29.435 8.845  0.305
C -28.304 -29.320 13.043  -1.257
C -27.613 -29.394 11.657  0.654
C -26.128 -29.556 11.717  -0.662
O -25.429 -28.458 12.261  -0.357
C -23.986 -28.512 12.060  -0.741
N -28.278 -30.379 10.759  -0.782
H -27.755 -29.852 13.821  0.294
H -29.314 -29.729 13.012  0.390
H -28.390 -28.268 13.315  0.299
H -27.797 -28.440 11.163  0.219
H -25.839 -29.715 10.678  0.265
H -25.896 -30.518 12.175  0.306
H -23.288 -28.971 12.761  0.310
H -23.520 -27.535 12.184  0.262
H -23.773 -28.770 11.023  0.340
H -29.221 -30.325 10.402  0.240
H -27.757 -30.221 9.908  0.225
C -22.618 -24.795 3.876  -1.730
C -21.265 -24.552 4.454  0.494
C -21.187 -23.433 5.504  -0.710
O -20.027 -23.418 6.325  -0.329
C -19.911 -22.336 7.276  -0.981
N -20.826 -25.762 5.149  -0.574
H -22.845 -23.940 3.240  0.446
H -23.451 -25.082 4.518  0.342
H -22.658 -25.542 3.082  0.450
H -20.681 -24.293 3.571  0.142
H -21.929 -23.583 6.289  0.429
H -21.343 -22.406 5.174  0.424
H -19.345 -22.696 8.136  0.269
H -20.821 -21.814 7.569  0.403
H -19.358 -21.510 6.830  0.343
H -21.074 -26.618 4.674  0.275
H -21.448 -25.983 5.914  0.080

Calculated values
Net charge: -1
2S+1: 3
<S²>: 2.0040
Highest occupied orbital energy (spin up / spin down) (eV): -4.87 / -5.35
Calculated total energy (Eh): -2002.03235

Below is C13H42AgN14O12 as an isolated structure at a distorted geometry, with properties calculated with ωB97M-V with the def2-TZVPD basis set.

Each line ends with the Mulliken charge.
Cartesian coordinates (Å):
Ag 1.856 1.622 1.258  0.317
C 0.482 -0.382 0.029  0.571
O 1.660 0.028 -0.218  0.072
O -0.064 -1.447 -0.272  0.651
O -0.127 0.439 0.651  -0.065
C -1.879 -5.370 2.441  -1.424
C -1.763 -4.214 1.414  0.176
O -0.912 -3.138 1.818  -0.769
H -2.194 -4.941 3.392  0.330
H -0.869 -5.771 2.525  0.324
H -2.543 -6.201 2.201  0.375
H -2.775 -3.829 1.294  0.191
H -1.415 -4.577 0.446  0.272
H -0.707 -2.509 1.123  0.170
C 2.530 3.252 -1.602  0.541
O 2.183 3.255 -0.435  -0.644
N 2.901 4.281 -2.245  -0.411
N 2.662 2.201 -2.301  -0.200
H 3.090 5.039 -1.605  0.293
H 3.222 4.255 -3.202  0.153
H 3.066 2.205 -3.227  0.137
H 2.309 1.337 -1.918  0.113
C -3.506 -1.589 -1.039  0.436
O -4.731 -1.558 -1.319  -0.790
N -3.028 -0.973 0.007  0.192
N -2.643 -2.403 -1.576  -0.113
H -2.029 -0.966 0.159  -0.416
H -3.684 -0.492 0.605  0.143
H -1.690 -2.272 -1.268  -0.087
H -2.885 -2.884 -2.430  0.253
C -0.412 3.822 2.657  0.557
O 0.269 3.099 1.952  -0.433
N -1.652 4.021 2.420  -0.332
N -0.010 4.386 3.761  -0.465
H -2.144 4.735 2.938  0.206
H -2.011 3.749 1.516  0.098
H 0.951 4.296 4.059  0.230
H -0.748 4.882 4.241  0.135
C -2.332 0.014 3.707  0.542
O -3.024 -0.585 4.504  -0.757
N -2.343 1.317 3.526  -0.230
N -1.553 -0.519 2.851  0.181
H -1.676 1.690 2.865  0.090
H -3.116 1.785 3.976  0.209
H -1.338 -1.506 2.872  0.123
H -1.092 -0.027 2.098  -0.201
C 2.400 -4.007 -0.963  0.412
O 3.385 -4.693 -1.161  -0.756
N 1.735 -3.922 0.114  -0.155
N 1.948 -3.065 -1.780  -0.090
H 2.062 -4.413 0.934  0.202
H 1.002 -3.227 0.133  0.151
H 2.376 -2.990 -2.692  0.197
H 1.209 -2.503 -1.384  0.149
C 0.445 -0.782 -3.923  0.414
O 0.250 -0.755 -5.145  -0.778
N -0.301 -1.429 -3.107  0.301
N 1.453 -0.289 -3.283  0.200
H -1.054 -2.020 -3.428  0.110
H -0.097 -1.316 -2.125  -0.577
H 2.244 0.119 -3.760  0.213
H 1.491 -0.352 -2.276  -0.463
C 4.822 -0.158 0.947  0.465
O 4.088 0.581 1.475  -0.553
N 4.435 -0.826 -0.022  -0.178
N 6.010 -0.430 1.308  -0.384
H 3.513 -0.578 -0.353  0.091
H 5.107 -1.394 -0.518  0.199
H 6.419 -1.218 0.828  0.126
H 6.497 0.105 2.013  0.259
C -1.624 1.710 -1.999  -1.268
C -1.992 2.771 -0.954  1.242
C -2.849 3.903 -1.502  -1.627
O -2.421 2.161 0.254  -0.644
H -2.455 1.010 -2.086  0.305
H -0.761 1.068 -1.826  0.073
H -1.539 2.139 -2.997  0.582
H -1.042 3.284 -0.807  -0.058
H -2.341 4.497 -2.262  0.360
H -3.237 4.541 -0.708  0.384
H -3.708 3.441 -1.988  0.408
H -1.757 1.481 0.396  -0.053

Calculated values
Net charge: 0
2S+1: 2
<S²>: 0.7564
Highest occupied orbital energy (spin up / spin down) (eV): -9.03 / -9.03
Calculated total energy (Eh): -2337.06470

Below is a 8-piece molecular cluster, C13H42O8 overall at a distorted geometry, with properties calculated with ωB97M-V with the def2-TZVPD basis set.

Each line ends with the Mulliken charge.
Cartesian coordinates (Å):
C 0.880 -0.210 4.239  -1.490
C -0.156 0.093 3.162  0.826
O -1.063 -1.032 3.014  -0.808
H 1.671 0.634 4.309  0.271
H 1.291 -1.189 3.960  0.205
H 0.312 -0.267 5.083  0.577
H 0.323 0.222 2.202  -0.434
H -0.632 1.001 3.431  0.341
H -1.774 -0.730 2.465  0.465
C 0.393 -4.267 -0.231  -1.126
C -0.538 -3.565 0.786  0.228
O 0.317 -2.805 1.627  -0.428
H -0.334 -4.766 -0.898  0.384
H 1.178 -4.918 0.209  0.261
H 0.887 -3.506 -0.840  0.272
H -1.233 -4.210 1.398  0.414
H -1.273 -3.026 0.260  -0.197
H -0.232 -2.185 2.067  0.398
C -2.674 -1.497 -2.726  -0.196
C -3.923 -1.021 -3.429  -0.540
O -3.878 0.387 -3.684  -0.473
H -1.770 -1.332 -3.399  0.281
H -2.802 -2.587 -2.542  0.401
H -2.706 -1.045 -1.748  -0.370
H -4.824 -1.301 -2.899  0.329
H -3.969 -1.544 -4.421  0.378
H -4.610 0.664 -4.245  0.275
C 3.653 2.925 -0.545  -1.024
C 4.143 4.292 -0.163  -0.280
O 5.069 4.147 0.893  -0.519
H 2.783 2.837 -1.232  0.260
H 3.441 2.386 0.299  0.358
H 4.411 2.283 -0.995  0.379
H 3.236 4.843 0.117  0.226
H 4.592 4.720 -1.045  0.298
H 5.699 4.840 0.924  0.294
C -2.296 1.847 1.118  -0.963
C -3.139 0.729 0.593  0.246
O -2.738 -0.547 1.010  -0.569
H -1.267 1.642 0.792  0.065
H -2.201 2.015 2.228  0.263
H -2.574 2.783 0.600  0.395
H -3.146 0.584 -0.481  -0.074
H -4.192 0.827 1.013  0.353
H -3.377 -1.126 0.640  0.288
C 0.194 -0.569 -0.487  -0.033
O 1.129 0.472 -0.298  -0.328
H -0.180 -0.706 -1.482  0.413
H -0.594 -0.542 0.221  -0.186
H 0.775 -1.480 -0.316  -0.109
H 1.658 0.118 0.423  0.122
C 3.561 -1.056 0.244  -0.699
O 2.911 -0.730 1.443  -0.481
H 4.583 -1.162 0.413  0.413
H 3.422 -0.206 -0.450  0.169
H 3.158 -1.934 -0.258  0.204
H 3.053 -1.572 1.959  0.274
C -1.104 2.009 -2.519  -0.261
O 0.334 2.100 -2.406  -0.642
H -1.611 2.093 -1.584  -0.094
H -1.405 0.993 -2.803  0.140
H -1.504 2.704 -3.253  0.387
H 0.663 1.442 -1.764  0.471

Calculated values
Net charge: 0
Energy above the lowest of the compared OMol25 structures with the same formula, charge and spin (eV): 4.630
Highest occupied orbital energy (eV): -9.44
Calculated total energy (Eh): -1122.25081

Below is a 9-piece molecular cluster, C13H44N10O13 overall at a distorted geometry, with properties calculated with ωB97M-V with the def2-TZVPD basis set.

Each line ends with the Mulliken charge.
Cartesian coordinates (Å):
C -0.426 -4.394 -3.142  -0.639
C -0.633 -3.283 -2.053  0.014
O -1.859 -2.484 -2.189  -0.555
O -0.451 -3.963 -4.418  -0.497
H -1.216 -5.130 -2.996  0.345
H 0.577 -4.776 -2.949  0.320
H 0.203 -2.642 -2.335  0.060
H -0.409 -3.717 -1.079  0.164
H -1.770 -1.736 -1.594  0.402
H 0.317 -3.397 -4.524  0.305
C -2.024 2.541 -3.830  -0.459
C -2.944 2.372 -2.672  0.085
O -3.805 3.470 -2.611  -0.601
O -1.001 3.566 -3.687  -0.615
H -2.423 2.784 -4.815  0.474
H -1.574 1.593 -4.121  0.382
H -2.390 2.437 -1.735  0.042
H -3.535 1.457 -2.696  0.033
H -3.467 4.079 -1.951  0.354
H -0.592 3.808 -4.521  0.288
C 2.873 -2.520 1.238  -0.137
C 3.338 -3.020 -0.107  -0.476
O 3.303 -4.428 -0.074  -0.317
O 1.457 -2.714 1.554  2.029
H 3.032 -1.443 1.300  -0.209
H 3.636 -2.874 1.930  0.407
H 4.389 -2.733 -0.130  0.307
H 2.813 -2.733 -1.019  0.162
H 2.419 -4.802 -0.092  0.239
H 1.525 -3.595 1.927  -1.349
C -6.046 -0.383 0.617  -0.404
C -5.272 0.565 -0.362  -0.489
O -3.958 0.070 -0.488  -0.191
O -5.609 -0.126 1.962  -0.589
H -5.724 -1.419 0.511  0.209
H -7.132 -0.366 0.524  0.360
H -5.320 1.610 -0.056  0.320
H -5.616 0.571 -1.396  0.289
H -3.332 0.491 0.105  0.143
H -4.652 -0.074 1.920  0.348
C 3.636 1.836 1.551  0.582
O 2.424 1.612 1.339  -1.049
N 4.293 1.483 2.558  -0.280
N 4.404 2.358 0.629  -0.324
H 5.288 1.637 2.645  0.149
H 3.737 1.196 3.351  0.275
H 4.076 2.578 -0.300  0.087
H 5.291 2.701 0.967  0.126
C 1.865 0.034 4.586  -0.049
O 2.715 0.860 4.801  -0.698
N 1.523 -0.990 5.417  -0.564
N 1.331 -0.086 3.372  0.651
H 0.797 -1.687 5.330  0.461
H 2.082 -1.073 6.254  0.353
H 1.562 0.610 2.678  -0.120
H 0.671 -0.835 3.216  -0.232
C 3.085 3.347 -1.982  0.661
O 4.202 2.869 -2.043  -0.730
N 2.647 4.045 -0.937  -0.370
N 2.127 3.124 -2.820  -0.200
H 1.735 4.477 -0.984  0.170
H 3.280 4.483 -0.283  0.230
H 2.385 2.707 -3.702  0.205
H 1.140 3.334 -2.791  0.124
C -2.011 -0.527 2.216  -0.877
O -2.587 0.525 1.902  -0.647
N -1.917 -1.599 1.510  -0.039
N -1.512 -0.801 3.344  0.128
H -1.630 -2.437 1.996  0.068
H -2.351 -1.622 0.598  0.194
H -1.675 -0.117 4.069  0.232
H -1.271 -1.709 3.714  0.292
C -0.123 0.383 -0.543  0.246
O -1.160 -0.186 -0.944  -0.471
N 0.748 -0.249 0.257  0.166
N 0.072 1.634 -0.710  -0.057
H 0.683 -1.222 0.521  -0.495
H 1.463 0.308 0.703  0.245
H 0.814 2.091 -0.199  -0.165
H -0.543 2.240 -1.233  0.169

Calculated values
Net charge: -1
2S+1: 2
<S²>: 0.7505
Highest occupied orbital energy (spin up / spin down) (eV): -0.09 / -6.70
Calculated total energy (Eh): -2047.44249